Computed, not measured: a cluster of 7 separate species, C43H81BN4O15 in total in a non-equilibrium geometry, with ωB97M-V/def2-TZVPD.

Calculated values
LUMO energy   -1.0 eV
Largest force on an atom   0.1151 Eh/bohr
Highest occupied orbital energy   -8.4 eV
SMILES string   CCOB(O)c1cc(N)c(CCC(=O)Nc2ccccc2)c2nccnc12.COCCOC.COCCOC.COCCOC.COCCOC.COCCOC.COCCOC
Orbital gap   7.343 eV
Total energy   -83238.0509 eV

Geometry as ORCA input:
```
! RIJCOSX wB97M-V def2-TZVPD def2/J DEFGRID3
* xyz 0 1
C -1.90 1.61 -3.12
C -1.36 2.28 -4.48
O -2.27 3.26 -5.06
B -2.23 4.51 -4.31
O -1.03 5.32 -4.34
C -3.61 4.92 -3.52
C -4.92 4.35 -4.15
C -6.29 4.63 -3.43
N -7.53 4.07 -4.05
C -6.28 5.47 -2.13
C -7.67 5.75 -1.34
C -7.62 4.88 0.02
C -8.42 3.51 -0.03
O -8.41 2.81 1.04
N -9.21 2.99 -1.17
C -8.60 1.80 -1.79
C -7.30 1.10 -1.32
C -6.74 -0.14 -2.13
C -7.47 -0.71 -3.39
C -8.79 -0.01 -3.85
C -9.32 1.22 -3.06
C -4.96 6.08 -1.52
N -5.11 6.87 -0.33
C -3.86 7.40 0.11
C -2.51 7.11 -0.60
N -2.32 6.30 -1.76
C -3.60 5.81 -2.20
H -1.43 2.17 -2.23
H -3.04 1.64 -3.01
H -1.60 0.50 -3.03
H -0.32 2.77 -4.36
H -1.24 1.43 -5.24
H -0.42 4.89 -3.69
H -4.87 3.72 -5.11
H -7.89 4.83 -4.67
H -8.25 4.01 -3.30
H -8.59 5.57 -1.99
H -7.69 6.87 -1.07
H -8.04 5.56 0.86
H -6.51 4.69 0.30
H -10.15 2.74 -0.82
H -6.71 1.49 -0.43
H -5.77 -0.67 -1.84
H -7.06 -1.62 -3.98
H -9.31 -0.41 -4.79
H -10.28 1.72 -3.43
H -3.84 8.05 1.05
H -1.56 7.60 -0.16
C -0.69 -2.05 0.25
O -0.78 -0.78 -0.39
C -0.97 0.28 0.55
C 0.34 1.00 0.84
O 1.27 0.15 1.51
C 2.24 -0.39 0.63
H -0.27 -2.76 -0.46
H -0.06 -2.03 1.14
H -1.70 -2.39 0.53
H -1.43 -0.09 1.47
H -1.67 0.99 0.08
H 0.13 1.85 1.51
H 0.78 1.41 -0.08
H 3.00 0.36 0.41
H 1.80 -0.75 -0.30
H 2.72 -1.23 1.13
C 3.22 -3.67 4.08
O 3.44 -2.27 4.12
C 2.23 -1.52 3.98
C 1.71 -1.04 5.33
O 1.32 -2.13 6.16
C 2.31 -2.47 7.12
H 4.11 -4.17 4.47
H 2.36 -3.97 4.68
H 3.07 -3.99 3.04
H 1.47 -2.11 3.45
H 2.47 -0.65 3.36
H 0.82 -0.42 5.16
H 2.46 -0.42 5.84
H 2.28 -1.75 7.94
H 3.31 -2.49 6.69
H 2.07 -3.46 7.51
C 5.60 3.67 9.56
O 6.39 2.71 8.88
C 5.87 1.39 9.01
C 5.09 0.97 7.77
O 3.92 1.76 7.60
C 4.09 2.80 6.65
H 5.87 4.66 9.19
H 4.53 3.52 9.38
H 5.80 3.63 10.63
H 5.26 1.30 9.91
H 6.73 0.72 9.12
H 4.77 -0.07 7.89
H 5.72 1.02 6.87
H 4.03 2.38 5.64
H 5.04 3.32 6.77
H 3.28 3.52 6.78
C 3.93 3.76 -0.91
O 4.57 2.88 0.00
C 5.86 2.47 -0.44
C 6.96 3.27 0.25
O 6.92 4.65 -0.13
C 6.28 5.46 0.85
H 3.10 4.24 -0.40
H 4.61 4.52 -1.29
H 3.54 3.18 -1.76
H 5.94 2.54 -1.53
H 5.97 1.41 -0.16
H 7.93 2.88 -0.08
H 6.91 3.17 1.34
H 6.97 5.64 1.67
H 5.37 5.00 1.23
H 6.03 6.41 0.38
C 1.95 -4.39 -3.29
O 0.60 -4.28 -2.86
C -0.16 -3.41 -3.70
C -1.01 -4.21 -4.69
O -0.19 -4.91 -5.62
C -0.03 -6.29 -5.28
H 2.39 -5.26 -2.80
H 2.03 -4.53 -4.37
H 2.51 -3.50 -2.99
H 0.49 -2.70 -4.21
H -0.83 -2.85 -3.04
H -1.62 -3.51 -5.27
H -1.68 -4.90 -4.17
H -0.94 -6.84 -5.55
H 0.17 -6.42 -4.21
H 0.81 -6.69 -5.84
C 3.08 -11.27 -3.30
O 3.37 -10.68 -2.04
C 4.07 -9.44 -2.17
C 3.12 -8.25 -2.02
O 2.18 -8.20 -3.09
C 0.91 -8.72 -2.72
H 2.32 -12.04 -3.15
H 2.70 -10.54 -4.02
H 3.98 -11.75 -3.70
H 4.61 -9.40 -3.12
H 4.81 -9.41 -1.36
H 3.71 -7.33 -2.07
H 2.61 -8.27 -1.05
H 0.37 -7.99 -2.11
H 1.00 -9.66 -2.16
H 0.34 -8.91 -3.63
*
```